Entry from OMol25: a structure of composition C17H28BaN6O6Se at a distorted geometry (ωB97M-V with the def2-TZVPD basis set).

CARTESIAN COORDINATES (ANGSTROEM)
O (0.5913, -1.9977, -5.5961)
H (0.1328, -1.0493, -6.4002)
Ba (0.6695, -0.3875, -2.7663)
N (0.1760, 2.0294, -0.7739)
N (1.8374, 2.0176, -2.7326)
N (-1.0311, -1.3280, -0.5907)
N (-0.8332, -2.5228, -2.8679)
O (-0.6022, 1.8455, 0.2778)
O (-1.3259, -0.6613, 0.5808)
O (-0.9731, -2.8602, -4.2035)
O (2.9713, 1.7418, -3.2591)
C (1.8337, 3.1873, -1.9615)
C (0.8224, 3.2118, -0.9392)
C (-1.7268, -2.4720, -0.6865)
C (-1.6593, -3.1211, -1.9872)
C (0.6301, 4.3644, -0.0165)
H (1.5277, 4.5135, 0.6047)
H (-0.2724, 4.2015, 0.5861)
H (0.4934, 5.2499, -0.6432)
C (2.8329, 4.3145, -2.1489)
H (3.4045, 4.0861, -3.0862)
H (3.5179, 4.3775, -1.2507)
H (2.2628, 5.2890, -2.2098)
C (-2.6693, -2.9617, 0.3701)
C (-2.5581, -4.2814, -2.2930)
H (-2.6747, -2.3024, 1.2503)
H (-2.3412, -3.9544, 0.7029)
H (-3.7025, -3.1357, 0.0164)
H (-2.2353, -4.7156, -3.2528)
H (-3.6451, -4.0415, -2.2789)
H (-2.4347, -5.0496, -1.5128)
H (-1.0371, 0.3165, 0.4447)
H (-0.3951, -1.9536, -4.7691)
C (-1.2155, 1.0227, -3.1164)
H (-0.7681, 1.7943, -3.4110)
H (-2.0895, 0.7336, -2.6607)
H (-1.1743, 0.4294, -4.0463)
O (-3.1081, 2.4793, -1.1218)
H (-3.7635, 2.0141, -0.7059)
H (-2.3401, 2.2251, -0.4436)
C (3.1097, -2.2837, 2.9027)
N (2.0573, -1.2996, 2.7270)
C (1.9476, -0.4482, 1.6521)
Se (2.9324, -0.5134, 0.0780)
N (0.8967, 0.3711, 1.9807)
C (0.4652, 0.1914, 3.2443)
C (-0.4292, 0.8513, 4.0834)
C (-0.5819, 0.4311, 5.3738)
C (0.1608, -0.6694, 5.8803)
C (1.0584, -1.3474, 5.0656)
C (1.2050, -0.9335, 3.7711)
H (3.9310, -1.8965, 3.5226)
H (3.4857, -2.5460, 1.9048)
H (2.6702, -3.1550, 3.3927)
H (0.5086, 1.1285, 1.3416)
H (-0.9777, 1.7059, 3.6200)
H (-1.2629, 0.9278, 6.0488)
H (0.0280, -0.9696, 6.9164)
H (1.6676, -2.1936, 5.3926)

Properties
LUMO level (spin up / spin down)	-0.05864 / -0.06523	Ha
HOMO energy (spin up / spin down)	-7.8 / -7.8	eV
total charge	0
E	-105337.46234	eV
relative energy (zero: lowest compared OMol25 entry of this formula, charge and spin)	710.94	kJ/mol